No. 1
# C2H5N2O2

An isolated ion of composition C2H5N2O2 and charge +1 at a distorted geometry (ωB97M-V/def2-TZVPD, the Open Molecules 2025 dataset).

The gap between HOMO and LUMO (spin up / spin down) is 0.167 / 0.170 Eh. The LUMO energy (spin up / spin down) is -8.77 / -8.73 eV. Its HOMO energy (spin up / spin down) is -13.30 / -13.35 eV. The calculation puts the strongest force on any atom at 4.0 eV/Å. As for the SMILES: O=NCC[NH+]=O.

```
! RIJCOSX wB97M-V def2-TZVPD def2/J DEFGRID3
* xyz 1 1
C 0.36 -0.64 -0.02
C 0.05 0.81 0.17
N -0.24 -1.13 -1.20
N -0.63 0.86 1.54
O -0.39 1.64 2.36
O -1.09 -0.54 -1.84
H 1.53 -0.57 0.08
H 0.12 -1.24 0.92
H 0.80 1.49 -0.03
H -0.86 1.15 -0.39
H 0.35 -1.81 -1.59
*
```



No. 2
# C5H8N2

One molecule with the formula C5H8N2 at a distorted geometry (ωB97M-V/def2-TZVPD, the Open Molecules 2025 dataset).

The gap between HOMO and LUMO is 0.371 Eh. The LUMO energy is 1.02 eV. Its HOMO energy is -9.08 eV. The calculation puts the strongest force on any atom at 4.4 eV/Å. As for the SMILES: C1CC2(CC2)N=N1.

```
! RIJCOSX wB97M-V def2-TZVPD def2/J DEFGRID3
* xyz 0 1
C 1.26 0.92 -0.90
C 1.45 -0.56 -1.08
C -0.22 -0.25 1.02
C -1.71 0.02 0.97
C 0.16 -0.06 -0.46
N -2.04 -0.12 -0.38
N -1.10 -0.09 -1.16
H 1.74 1.39 -0.09
H 0.88 1.35 -1.71
H 1.64 -1.15 -1.94
H 2.01 -1.00 -0.29
H 0.34 0.40 1.67
H 0.00 -1.17 1.36
H -2.24 -0.70 1.65
H -2.16 1.00 1.34
*
```



No. 3
# C3H8NO2

An isolated ion of composition C3H8NO2 and charge +1 at a distorted geometry (ωB97M-V/def2-TZVPD, the Open Molecules 2025 dataset).

The gap between HOMO and LUMO (spin up / spin down) is 0.218 / 0.335 Eh. The LUMO energy (spin up / spin down) is -3.61 / -7.34 eV. Its HOMO energy (spin up / spin down) is -9.55 / -16.45 eV. The calculation puts the strongest force on any atom at 9.1 eV/Å.

```
! RIJCOSX wB97M-V def2-TZVPD def2/J DEFGRID3
* xyz 1 3
C -1.56 0.72 0.85
C 0.71 0.44 -0.01
C 1.46 -0.80 0.17
N -0.79 0.52 -0.48
O -0.72 1.69 1.46
O 0.48 1.00 1.51
H -2.49 1.03 0.76
H -1.65 -0.17 1.35
H 1.05 1.35 -0.56
H 1.65 -1.41 -0.76
H 0.87 -1.55 0.59
H 2.26 -0.44 0.68
H -0.97 -0.38 -0.96
H -0.82 1.29 -1.09
*
```



What ΔE to the lowest compared entry with this formula, charge and spin values result from the calculations? In sequence: 150.36; 69.46; 144.57 kcal/mol.